No. 1
An isolated ion of composition C5H12NO and charge +1, computed with ωB97M-V/def2-TZVPD.

Atoms and positions in Å:
H1 2.3991 -0.7185 -0.6840
H2 -2.4589 -0.4644 -0.4321
C1 -1.0067 -0.1814 1.7416
H3 1.2923 1.0479 0.4099
H4 1.0629 -1.0952 -1.8441
H5 -0.9276 1.3767 -1.7413
N1 1.3876 -0.7672 -0.9244
C2 -0.5433 -0.3137 0.3004
C3 0.0913 1.7605 -1.3904
H6 0.9051 1.6562 -1.9701
H7 -1.1816 -1.1755 2.0731
C4 0.4345 0.8496 -0.2391
H8 -0.2606 0.2506 2.3450
O1 -1.4887 -0.6607 -0.6319
C5 0.5562 -1.3431 0.1740
H9 0.2006 -2.3538 0.0797
H10 -1.9392 0.3464 1.8652
H11 1.0182 -1.3504 1.1817
H12 0.0613 2.7747 -0.8767

frontier orbital gap	10.71	eV
total charge	+1
2S+1	1
ΔE to the lowest compared entry with this formula, charge and spin	2.215	eV
LUMO	-0.1535	hartree

***

No. 2
An isolated ion of composition C5H12NO and charge +1, computed with ωB97M-V/def2-TZVPD.

Atoms and positions in Å:
H1 0.5718 -0.1717 1.6064
H2 1.4834 1.9771 0.8468
O1 -1.9220 1.4279 0.0389
H3 -2.1591 0.6237 1.8685
C1 1.2276 0.0712 -0.3204
H4 1.9579 -0.6838 -0.6318
C2 2.0235 1.2401 0.2513
C3 -1.9142 0.5094 0.7998
H5 -0.5090 -1.0089 -1.6965
H6 2.9118 0.8993 0.8052
N1 -1.3626 -0.7899 -1.1782
H7 0.6119 -1.6750 0.8366
H8 0.8367 0.3789 -1.2820
H9 -2.1253 -1.4347 -1.4018
H10 -1.5538 -1.8300 0.6125
H11 -1.6271 0.1188 -1.5892
C4 0.2689 -0.6408 0.6642
C5 -1.2036 -0.8379 0.3219
H12 2.4834 1.8263 -0.5521

frontier orbital gap	11.20	eV
total charge	+1
2S+1	1
ΔE to the lowest compared entry with this formula, charge and spin	1.212	eV
LUMO	-0.1332	hartree

***

No. 3
An isolated ion of composition C5H12NO and charge +1, computed with ωB97M-V/def2-TZVPD.

Atoms and positions in Å:
H1 -0.9590 1.0836 1.4459
C1 -0.7315 -0.9863 0.5224
H2 -2.3683 1.9589 -0.4138
N1 1.4654 -0.1099 0.2174
H3 -0.5313 1.8397 -1.9042
H4 -0.5638 -1.4628 1.4639
H5 -1.5189 -1.7173 0.3887
H6 1.1345 0.9104 0.3444
H7 2.9748 -1.1660 -0.4904
H8 3.4748 0.3810 0.5856
C2 0.6295 -1.2596 -0.1667
H9 0.5297 -1.2856 -1.2359
C3 -1.3050 0.4169 0.7196
H10 -1.8334 0.6319 -1.4560
O1 -0.2131 1.8025 -0.9169
C4 -1.5813 1.2035 -0.5201
H11 1.0251 -2.2360 0.2337
C5 2.7253 -0.2453 0.1292
H12 -2.3536 0.2405 1.0532

frontier orbital gap	9.53	eV
total charge	+1
2S+1	1
ΔE to the lowest compared entry with this formula, charge and spin	2.670	eV
LUMO	-0.1813	hartree

***

No. 4
A 2-piece molecular cluster, C5H12NO overall, computed with ωB97M-V/def2-TZVPD.

Atoms and positions in Å:
H1 -0.8566 1.4063 1.2691
O1 -0.8278 -0.7422 -3.0164
C1 0.0228 -1.0825 2.2746
H2 -2.1769 1.8262 -0.4770
H3 0.3925 -0.4320 3.0626
H4 1.5598 1.8816 -1.0090
N1 -0.5423 1.1237 0.3509
C2 1.7125 1.0133 -0.3827
C3 0.7633 0.4575 0.3625
H5 -1.0192 -0.7897 2.0867
H6 -0.0673 -2.1057 2.5739
C4 -1.2183 1.3805 -0.6912
H7 -0.9010 1.0776 -1.6779
H8 1.8949 -1.0910 1.0628
H9 0.5860 -1.7088 0.3060
H10 -1.6024 -1.2007 -2.6641
H11 -1.1430 -0.5457 -3.9120
H12 2.5956 0.4217 -0.5174
C5 0.8274 -0.8903 0.9985

frontier orbital gap	9.47	eV
total charge	+1
2S+1	1
ΔE to the lowest compared entry with this formula, charge and spin	1.437	eV
LUMO	-0.1792	hartree